This record from OMol25 describes a molecular structure, C33H44GeN4O7V. The level of theory is the ωB97M-V functional and the def2-TZVPD basis.

Last column: Mulliken spin population.
Cartesian coordinates (Å):
1 V 0.15 -0.48 -0.25  1.93
2 O 0.50 1.75 1.08  0.00
3 C 1.45 2.46 0.26  0.00
4 C 1.02 2.32 -1.18  0.01
5 N 0.97 0.94 -1.71  -0.04
6 C 2.29 0.40 -2.08  0.02
7 C 2.83 -0.46 -0.93  -0.01
8 O 3.77 -1.21 -1.08  0.00
9 O 2.17 -0.28 0.19  0.00
10 C -0.05 0.93 -2.78  -0.01
11 C -1.43 0.88 -2.10  0.01
12 O -2.43 1.10 -2.73  0.00
13 O -1.39 0.57 -0.81  -0.02
14 H 0.52 2.13 1.96  0.00
15 H 1.44 3.52 0.51  0.00
16 H 2.45 2.06 0.42  0.00
17 H 0.01 2.73 -1.25  0.00
18 H 1.67 2.93 -1.81  0.00
19 H 2.23 -0.18 -3.00  0.00
20 H 3.02 1.21 -2.25  0.00
21 H 0.01 1.80 -3.42  0.00
22 H 0.06 0.03 -3.38  0.01
23 N 2.50 -0.36 3.82  0.00
24 C 1.41 -0.96 2.94  0.02
25 C 0.05 -0.82 3.60  -0.01
26 C -1.02 -1.49 2.73  -0.01
27 N -1.22 -0.77 1.45  0.03
28 C -0.65 -2.94 2.46  0.01
29 C 0.73 -3.09 1.83  -0.01
30 N 0.72 -2.56 0.46  -0.06
31 C 1.80 -2.40 2.67  0.00
32 H 2.29 0.61 4.08  0.00
33 H 3.38 -0.36 3.30  0.00
34 H 2.63 -0.90 4.68  0.00
35 H 1.48 -0.38 2.03  0.01
36 H -0.20 0.24 3.75  0.00
37 H 0.04 -1.30 4.58  0.00
38 H -1.96 -1.47 3.30  0.00
39 H -1.66 0.14 1.60  0.01
40 H -1.89 -1.31 0.89  0.00
41 H -1.39 -3.39 1.80  0.00
42 H -0.67 -3.49 3.40  0.00
43 H 0.99 -4.16 1.80  0.00
44 H 0.02 -3.09 -0.06  0.01
45 H 1.61 -2.77 0.01  0.02
46 H 2.76 -2.43 2.13  0.00
47 H 1.92 -2.94 3.61  0.00
48 O -1.86 -2.69 -0.73  0.01
49 C -1.35 -2.28 -1.78  0.00
50 O -0.21 -1.65 -1.80  0.05
51 C -2.04 -2.46 -3.10  -0.01
52 C -1.72 -3.80 -3.78  0.00
53 Ge 0.17 -4.14 -4.23  -0.01
54 C 0.22 -5.70 -5.40  0.00
55 C -0.58 -5.72 -6.54  0.00
56 C -0.55 -6.80 -7.41  0.00
57 C 0.29 -7.88 -7.16  0.00
58 C 1.09 -7.87 -6.03  0.00
59 C 1.06 -6.79 -5.16  0.00
60 C 1.21 -4.64 -2.64  0.00
61 C 0.71 -5.64 -1.80  0.00
62 C 1.46 -6.13 -0.74  0.00
63 C 2.75 -5.65 -0.52  0.00
64 C 3.26 -4.65 -1.34  0.00
65 C 2.49 -4.14 -2.38  0.00
66 C 1.02 -2.64 -5.16  0.00
67 C 0.29 -1.57 -5.68  0.00
68 C 0.93 -0.53 -6.35  0.00
69 C 2.30 -0.55 -6.51  0.00
70 C 3.04 -1.62 -6.02  0.00
71 C 2.40 -2.66 -5.36  0.00
72 H -1.73 -1.63 -3.74  0.00
73 H -3.11 -2.36 -2.93  0.00
74 H -2.28 -3.86 -4.71  0.00
75 H -2.06 -4.62 -3.15  0.00
76 H -1.24 -4.89 -6.76  0.00
77 H -1.18 -6.80 -8.29  0.00
78 H 0.31 -8.72 -7.83  0.00
79 H 1.75 -8.70 -5.83  0.00
80 H 1.70 -6.79 -4.28  0.00
81 H -0.27 -6.05 -1.98  0.00
82 H 1.06 -6.91 -0.11  0.00
83 H 3.35 -6.06 0.28  0.00
84 H 4.26 -4.26 -1.18  0.00
85 H 2.90 -3.35 -2.99  0.00
86 H -0.79 -1.55 -5.60  0.00
87 H 0.34 0.28 -6.76  0.00
88 H 2.80 0.26 -7.03  0.00
89 H 4.11 -1.65 -6.16  0.00
90 H 2.99 -3.49 -5.00  0.00

Results
- 2S+1 = 3
- Kohn-Sham gap (spin up / spin down) (eV) = 7.1 / 7.1
- energy relative to the best compared isomer or geometry (same formula, charge and spin) (eV) = 1.624
- LUMO (spin up / spin down) (eV) = -3.52 / -3.52
- charge = +1

***

This record from OMol25 describes a molecular structure, C33H44N4P2PtSSi2. The level of theory is the ωB97M-V functional and the def2-TZVPD basis.

Last column: Mulliken spin population.
Cartesian coordinates (Å):
1 Pt -1.64 -0.24 -0.70  0.81
2 C -2.84 2.23 -3.84  -0.01
3 Si -1.05 1.73 -3.56  0.02
4 C -0.79 -0.01 -4.24  0.00
5 C 0.06 2.88 -4.54  0.01
6 N -0.77 1.86 -1.88  0.17
7 P 0.47 1.59 -0.95  -0.13
8 C 0.27 0.03 -0.22  0.78
9 P 0.30 -0.89 1.25  -0.10
10 N -0.81 -1.99 1.11  0.08
11 Si -1.52 -3.10 2.20  0.01
12 C -1.99 -4.64 1.19  0.00
13 C -3.09 -2.38 2.94  0.00
14 C -0.39 -3.62 3.60  0.01
15 C 1.97 -1.60 1.42  0.06
16 C 3.05 -0.89 1.95  -0.01
17 C 4.33 -1.43 1.95  0.00
18 C 4.54 -2.69 1.40  0.01
19 C 3.47 -3.40 0.87  0.00
20 C 2.20 -2.86 0.88  0.04
21 C 0.04 0.19 2.69  0.07
22 C -0.96 1.15 2.62  0.01
23 C -1.25 1.94 3.73  0.00
24 C -0.55 1.77 4.91  0.00
25 C 0.43 0.79 4.99  0.00
26 C 0.72 0.01 3.89  -0.01
27 C 2.06 1.64 -1.82  0.04
28 C 2.55 0.48 -2.41  0.02
29 C 3.70 0.51 -3.18  0.01
30 C 4.37 1.71 -3.37  0.01
31 C 3.89 2.87 -2.78  0.00
32 C 2.74 2.84 -2.01  0.00
33 C 0.62 2.85 0.33  0.01
34 C 1.61 2.70 1.30  0.01
35 C 1.75 3.65 2.31  0.00
36 C 0.90 4.75 2.34  0.00
37 C -0.07 4.91 1.36  0.00
38 C -0.21 3.96 0.35  0.01
39 H -3.30 1.76 -4.71  0.00
40 H -2.91 3.31 -3.99  0.00
41 H -3.43 2.01 -2.94  0.00
42 H -1.45 -0.20 -5.08  0.00
43 H -0.96 -0.79 -3.48  0.01
44 H 0.24 -0.13 -4.60  0.00
45 H -0.28 2.95 -5.57  0.00
46 H 1.10 2.53 -4.56  0.00
47 H 0.06 3.88 -4.12  0.00
48 H -1.55 -4.57 0.19  0.00
49 H -3.07 -4.76 1.08  0.00
50 H -1.62 -5.56 1.64  0.00
51 H -3.59 -1.73 2.22  0.00
52 H -2.85 -1.77 3.82  0.00
53 H -3.79 -3.16 3.26  0.00
54 H 0.57 -4.00 3.25  0.00
55 H -0.87 -4.42 4.18  0.00
56 H -0.20 -2.80 4.29  0.00
57 H 2.90 0.10 2.37  0.00
58 H 5.15 -0.87 2.37  0.00
59 H 5.53 -3.12 1.40  0.00
60 H 3.63 -4.38 0.44  0.00
61 H 1.36 -3.41 0.47  0.00
62 H -1.52 1.29 1.70  -0.01
63 H -2.03 2.69 3.65  0.00
64 H -0.78 2.39 5.77  0.00
65 H 0.97 0.64 5.92  0.00
66 H 1.48 -0.76 3.98  0.00
67 H 2.02 -0.46 -2.25  0.01
68 H 4.07 -0.40 -3.63  0.00
69 H 5.27 1.74 -3.97  0.00
70 H 4.42 3.81 -2.92  0.00
71 H 2.38 3.75 -1.55  0.00
72 H 2.26 1.84 1.27  -0.01
73 H 2.51 3.51 3.07  0.00
74 H 1.01 5.49 3.12  0.00
75 H -0.72 5.77 1.38  0.00
76 H -0.97 4.06 -0.41  0.00
77 C -3.33 -3.71 -2.25  -0.01
78 N -3.45 -2.62 -1.31  0.06
79 C -3.77 -1.36 -1.64  0.03
80 N -3.95 -1.10 -2.96  0.02
81 S -4.05 -0.16 -0.45  -0.03
82 H -3.15 -4.62 -1.68  0.00
83 H -2.48 -3.58 -2.92  0.00
84 H -4.24 -3.83 -2.83  0.00
85 H -3.31 -2.79 -0.33  -0.02
86 H -3.41 -1.64 -3.62  0.00
87 H -4.03 -0.12 -3.19  0.00

Results
- 2S+1 = 3
- Kohn-Sham gap (spin up / spin down) (eV) = 6.9 / 7.0
- energy relative to the best compared isomer or geometry (same formula, charge and spin) (eV) = 0.897
- LUMO (spin up / spin down) (eV) = 0.36 / -0.82

***

This record from OMol25 describes a molecular structure, C33H45F5N4O2PdSSbSi3. The level of theory is the ωB97M-V functional and the def2-TZVPD basis.

Last column: Mulliken spin population.
Cartesian coordinates (Å):
1 Pd 0.77 0.08 0.73  0.62
2 O 2.46 -0.19 -0.63  0.18
3 C 2.71 -1.30 -1.16  0.06
4 C 4.11 -1.60 -1.43  -0.03
5 C 4.52 -2.75 -2.03  0.04
6 C 3.51 -3.66 -2.49  0.04
7 C 2.20 -3.44 -2.31  0.00
8 C 1.76 -2.23 -1.60  0.18
9 C 0.31 -2.08 -1.54  0.01
10 N -0.33 -1.01 -1.02  0.17
11 N -1.59 -1.10 -1.09  0.49
12 C -2.37 0.05 -1.10  -0.03
13 O -2.19 1.04 -1.76  0.21
14 C -3.61 -0.03 -0.24  0.02
15 C -4.27 1.14 0.16  0.01
16 C -5.42 1.04 0.97  0.00
17 C -5.83 -0.23 1.35  0.01
18 C -5.24 -1.37 0.89  0.00
19 C -4.12 -1.22 0.11  0.01
20 H 4.82 -0.82 -1.12  0.00
21 H 5.60 -2.98 -2.14  0.00
22 H 3.75 -4.61 -2.97  0.00
23 H 1.43 -4.13 -2.37  0.00
24 H -0.24 -2.95 -1.73  0.00
25 H -3.88 2.08 -0.12  -0.01
26 H -5.83 1.96 1.38  0.00
27 H -6.63 -0.41 2.02  0.00
28 H -5.58 -2.34 1.24  0.00
29 H -3.56 -2.05 -0.14  0.00
30 F -1.73 -1.37 2.63  0.00
31 C -1.78 -0.04 2.47  0.00
32 C -0.91 0.74 1.69  0.14
33 C -1.26 2.10 1.56  -0.26
34 F -0.68 2.90 0.71  -0.03
35 C -2.24 2.70 2.32  0.02
36 F -2.58 3.99 2.15  0.00
37 C -3.00 1.95 3.17  0.00
38 F -4.09 2.47 3.69  0.00
39 C -2.77 0.56 3.27  0.01
40 F -3.53 -0.19 4.00  0.00
41 C -0.08 4.55 -4.32  0.06
42 Si -0.14 3.66 -2.70  -0.08
43 C 1.32 4.14 -1.65  0.04
44 C -1.73 4.12 -1.82  0.01
45 Sb -0.22 1.20 -3.25  1.41
46 Si 1.27 0.20 -5.31  0.20
47 C 0.18 -1.36 -5.52  0.03
48 C 1.37 1.24 -6.81  0.04
49 C 2.92 -0.39 -4.66  0.08
50 Si 1.70 1.02 2.70  0.00
51 C 3.39 0.33 2.86  0.00
52 C 1.93 2.83 2.15  0.08
53 C 0.96 1.15 4.42  0.00
54 H -0.19 5.65 -4.23  0.01
55 H -0.84 4.25 -5.04  0.01
56 H 0.93 4.26 -4.71  0.00
57 H 1.46 5.16 -1.73  0.00
58 H 2.28 3.64 -1.86  0.00
59 H 1.08 3.89 -0.65  0.00
60 H -1.72 5.11 -1.36  0.00
61 H -2.02 3.41 -1.09  0.00
62 H -2.50 4.15 -2.64  0.01
63 H -0.85 -1.08 -5.76  0.01
64 H 0.24 -1.88 -4.58  0.00
65 H 0.56 -2.04 -6.24  0.00
66 H 0.37 1.52 -7.17  0.01
67 H 1.88 0.59 -7.54  0.01
68 H 2.02 2.10 -6.70  0.00
69 H 2.73 -1.20 -3.95  -0.03
70 H 3.64 0.34 -4.31  0.01
71 H 3.37 -0.91 -5.54  0.00
72 H 3.30 -0.54 3.53  0.00
73 H 3.94 1.11 3.47  0.00
74 H 4.05 0.17 2.03  0.00
75 H 2.21 2.90 1.10  -0.02
76 H 2.65 3.20 2.83  0.00
77 H 1.12 3.62 2.24  0.00
78 H 0.83 2.19 4.77  0.00
79 H 1.59 0.69 5.14  0.00
80 H -0.01 0.76 4.62  0.00
81 S 1.63 -2.13 1.66  0.23
82 C 0.73 -2.85 2.91  -0.01
83 N 0.44 -4.15 2.77  0.03
84 C 0.01 -4.98 3.92  0.00
85 C -0.01 -4.23 5.28  0.00
86 C -0.35 -2.78 5.12  0.00
87 N 0.34 -2.24 3.99  0.00
88 H 0.83 -4.58 1.92  0.00
89 H 0.64 -5.93 3.99  0.00
90 H -1.00 -5.34 3.71  0.00
91 H 0.88 -4.32 5.83  0.00
92 H -0.86 -4.72 5.82  0.00
93 H -0.06 -2.23 5.99  0.00
94 H -1.37 -2.70 4.85  0.00
95 H 0.47 -1.23 3.99  0.00

Results
- 2S+1 = 5
- Kohn-Sham gap (spin up / spin down) (eV) = 7.3 / 6.1
- energy relative to the best compared isomer or geometry (same formula, charge and spin) (eV) = 1.686
- LUMO (spin up / spin down) (eV) = -2.50 / -4.39
- charge = +1

***

> Which of these has the lowest energy relative to the best compared isomer or geometry (same formula, charge and spin)?

C33H44N4P2PtSSi2